C70H182F3IO24Zn | ωB97M-V with the def2-TZVPD basis set

## Properties
Electronic energy = -6958.60804 Eh
Net charge = 0
Largest force on an atom = 3.52 eV Å⁻¹

Cartesian coordinates (Å):
I  3.043  -0.235  -4.958
Zn  2.149  -1.947  -2.862
F  -1.826  -1.113  -1.052
F  -1.795  0.120  -2.775
F  -2.348  1.042  -0.899
O  1.477  -3.539  -1.546
O  6.485  1.391  5.325
O  -3.988  1.692  -6.866
O  0.912  -0.623  -1.915
O  0.485  0.405  0.035
O  0.961  -2.332  0.791
O  -10.031  0.709  -2.366
O  -3.412  -2.943  4.479
O  2.579  0.384  7.179
O  -5.430  -1.978  2.916
O  0.772  -2.735  -4.300
O  6.022  -2.902  0.003
O  3.290  -3.629  -3.788
O  -3.001  -5.505  4.197
O  4.441  5.204  -1.197
O  3.926  2.203  5.653
O  -1.705  3.915  5.238
O  -5.051  -0.901  -7.067
O  -0.400  5.786  3.780
O  7.250  4.823  -0.556
O  2.352  3.533  -5.459
O  -4.700  -2.562  -4.988
O  -2.351  6.765  -1.667
O  3.947  -1.539  -1.683
C  -2.203  -5.451  2.995
C  -3.190  -1.958  -7.992
C  -1.841  -2.980  6.156
C  -2.984  4.580  -1.195
C  4.285  -0.198  -1.464
C  -3.588  -1.157  6.054
C  -1.230  -3.856  -4.918
C  5.600  -3.394  -4.238
C  -5.873  2.365  -5.495
C  2.579  5.109  0.183
C  -4.291  2.354  -5.631
C  4.175  -3.927  1.040
C  -9.874  2.278  -0.595
C  4.532  -5.666  -3.643
C  5.705  0.028  -1.980
C  -1.504  0.125  -1.472
C  3.626  4.303  -0.581
C  4.544  -4.135  -3.447
C  -0.579  -4.788  -1.256
C  0.342  2.572  -6.287
C  -2.472  6.307  2.740
C  -4.877  -2.364  -3.602
C  -3.242  -5.319  1.904
C  4.136  0.055  0.012
C  2.392  3.754  6.299
C  7.302  3.631  1.549
C  9.055  3.331  -0.228
C  0.029  0.314  -1.342
C  0.852  -3.833  2.554
C  2.063  -1.286  5.496
C  -4.873  -0.653  -9.407
C  -4.946  -3.665  -2.846
C  -4.110  -0.168  2.200
C  -4.654  -1.587  -8.235
C  -3.273  -2.629  5.842
C  2.138  -1.817  7.998
C  -1.349  -6.710  3.078
C  6.233  -5.270  0.387
C  -3.640  1.670  -4.465
C  0.184  1.578  0.810
C  0.671  -2.402  2.170
C  -6.156  -1.556  -3.504
C  -0.971  6.073  2.524
C  -1.257  2.556  5.063
C  2.997  3.094  5.100
C  -2.072  1.945  3.922
C  -5.977  -1.027  0.698
C  -0.798  -1.870  2.285
C  1.777  -0.806  6.948
C  0.604  5.046  -5.799
C  0.960  1.522  2.092
C  6.576  0.022  5.112
C  -0.340  7.319  1.994
C  5.744  -3.923  0.926
C  2.948  3.344  -1.620
C  0.908  -4.855  -1.570
C  -0.623  -2.516  -4.420
C  -0.791  -1.358  -5.349
C  -0.840  5.168  -2.533
C  7.577  3.580  0.044
C  1.591  -5.741  -0.556
C  0.977  3.666  -5.407
C  -7.779  1.341  -1.775
C  5.904  -0.331  3.766
C  3.729  3.979  4.136
C  -1.788  5.528  -1.402
C  -4.878  -1.419  1.722
C  -9.217  1.809  -1.877
C  -1.353  1.829  6.410
C  5.973  -0.760  6.288
H  -5.932  -0.397  -9.458
H  9.216  3.312  -1.306
H  -4.717  0.530  2.778
H  7.621  -0.267  4.999
H  -4.763  -2.176  3.577
H  -1.602  -4.542  3.009
H  -2.860  5.395  3.193
H  -0.882  1.659  1.022
H  6.948  2.819  -0.418
H  -1.018  0.792  6.379
H  6.301  -1.799  6.256
H  4.775  -3.923  -2.403
H  3.804  -3.973  0.016
H  -2.315  -3.846  -4.810
H  3.198  4.895  3.877
H  -5.345  -3.220  -5.259
H  1.524  -0.704  4.748
H  -2.678  7.143  3.409
H  -4.949  -3.520  -1.766
H  3.768  -3.021  1.488
H  3.898  -4.805  1.623
H  0.732  -1.445  0.506
H  0.211  -4.452  1.926
H  0.538  0.742  2.726
H  2.461  0.557  8.116
H  -5.782  -4.277  -3.184
H  -4.483  0.870  -6.910
H  -4.038  -4.249  -3.000
H  -6.418  2.689  -6.381
H  -0.729  -1.610  -6.408
H  -2.321  1.911  6.903
H  -1.689  -2.818  7.223
H  -1.929  2.594  3.057
H  -0.785  -6.670  4.010
H  -7.190  2.077  -1.229
H  -0.574  4.116  -2.436
H  -7.715  0.459  -1.137
H  5.414  -3.488  -5.308
H  -2.571  -2.128  -8.872
H  -1.327  5.317  -3.496
H  -6.517  -1.434  -2.483
H  2.036  1.356  2.040
H  -6.170  1.332  -5.317
H  -1.077  -1.827  3.338
H  1.022  -5.218  -2.591
H  4.893  -0.615  6.257
H  1.098  -6.699  -0.392
H  -0.882  -4.722  -4.355
H  -0.577  -6.729  2.310
H  3.724  3.463  3.175
H  0.918  5.242  -6.825
H  5.578  -2.311  -4.116
H  -3.411  4.828  -0.223
H  3.425  1.676  6.281
H  -0.271  2.522  4.601
H  3.115  -0.138  0.340
H  -6.672  -1.841  0.492
H  0.750  7.282  1.994
H  -3.966  -1.829  -3.337
H  3.208  -1.982  8.129
H  -9.419  3.214  -0.273
H  9.503  2.419  0.164
H  6.357  4.819  -0.908
H  -3.364  -3.901  4.440
H  1.414  4.218  6.171
H  6.089  -1.340  3.396
H  6.319  0.282  2.967
H  -4.538  -1.092  -10.347
H  4.825  -0.178  3.793
H  -9.823  1.564  0.227
H  -3.899  3.365  -5.744
H  -0.774  5.259  1.826
H  -1.007  -2.366  -3.411
H  -0.640  8.244  2.487
H  4.145  5.129  -2.107
H  2.402  2.560  -1.094
H  -3.959  2.047  -3.493
H  -0.845  -4.205  -0.375
H  -6.069  -0.556  -3.928
H  -2.570  1.825  -4.603
H  1.913  -2.365  5.442
H  6.064  -6.130  1.035
H  -10.929  2.495  -0.766
H  0.602  -4.026  3.597
H  9.642  4.168  0.149
H  2.205  4.446  0.963
H  3.081  4.530  6.633
H  -6.673  -0.267  1.052
H  0.114  5.696  -2.526
H  -3.701  -4.332  1.863
H  -1.107  -4.346  -2.102
H  -0.930  5.117  4.220
H  3.064  -3.996  -4.645
H  1.065  -2.702  -5.213
H  -1.129  -2.421  5.549
H  -3.100  1.938  4.282
H  3.643  -6.144  -3.232
H  -1.888  -7.648  2.947
H  -3.838  4.623  -1.871
H  -0.748  2.550  -6.301
H  3.548  0.480  -1.895
H  4.515  -6.007  -4.679
H  3.109  -1.283  5.190
H  0.611  2.799  -7.319
H  4.641  -1.981  -1.188
H  1.847  -4.236  2.361
H  -4.553  -0.797  5.697
H  4.845  -0.456  0.664
H  -3.242  -0.304  2.844
H  -3.524  -0.945  7.121
H  -0.132  -0.513  -5.146
H  -9.331  2.650  -2.561
H  1.482  -3.241  -0.633
H  -3.035  6.363  1.808
H  -1.775  0.934  3.644
H  5.428  -6.116  -3.216
H  6.442  -0.442  -1.329
H  2.479  2.584  -5.389
H  -4.225  -2.135  1.223
H  -1.006  -0.855  1.945
H  0.451  2.507  0.305
H  6.232  3.558  1.741
H  -5.227  -2.513  -8.273
H  1.273  -1.744  2.796
H  2.262  2.483  4.576
H  -4.330  0.259  -9.162
H  -2.657  -1.226  -7.385
H  -2.783  -5.538  0.940
H  6.005  1.069  -1.863
H  1.772  -5.134  0.331
H  -1.163  5.549  -0.509
H  -3.786  0.590  -4.455
H  5.695  -5.509  -0.530
H  -3.971  -3.302  6.340
H  -6.176  2.939  -4.619
H  0.699  -0.646  6.952
H  -2.903  -0.510  5.506
H  -1.057  -5.759  -1.130
H  1.644  -2.783  7.893
H  -6.888  -2.051  -4.142
H  2.325  3.134  7.193
H  -3.462  -6.345  4.253
H  -0.971  -4.099  -5.949
H  6.611  -3.681  -3.949
H  0.212  1.302  -1.764
H  -3.998  -6.091  2.046
H  7.660  2.779  2.125
H  4.188  3.716  0.145
H  0.654  1.531  -6.206
H  -3.693  0.347  1.335
H  6.305  -0.369  7.250
H  -0.707  2.371  7.101
H  -0.476  5.142  -5.692
H  -0.641  7.470  0.958
H  -5.576  -0.639  -0.238
H  -1.526  -2.606  1.944
H  -2.668  3.541  -1.100
H  -3.171  -2.878  -7.408
H  6.215  -3.712  1.886
H  -4.845  -1.448  -6.305
H  -7.368  1.145  -2.765
H  3.735  2.982  -2.283
H  3.018  6.010  0.610
H  4.733  4.260  4.454
H  1.015  5.746  -5.071
H  5.878  -0.374  -2.979
H  1.858  -1.469  8.992
H  5.555  1.608  5.223
H  1.614  5.305  -0.285
H  7.316  -5.262  0.260
H  0.738  2.446  2.627
H  -2.814  6.697  -2.505
H  0.674  3.412  -4.391
H  -2.638  3.830  5.449
H  4.262  1.129  0.151
H  -10.304  0.139  -1.643
H  -1.806  -0.978  -5.238
H  7.786  4.499  1.997
H  -1.638  -4.035  5.974
H  2.598  -5.963  -0.912
H  6.979  -2.864  -0.060
H  2.308  3.842  -2.348